(1)
Formula: C37H27CaCl2N9O12Se
Source: OMol25
Level of theory: wB97M-V/def2-TZVPD

Geometry as XYZ:
```
89
Properties=species:S:1:pos:R:3:forces:R:3
Ca 0.62631 -1.67776 -0.38088 0.0338 -1.1206 -2.3506
C 3.17959 -4.59778 -2.13469 0.2274 0.3663 -0.2366
O 2.64414 -5.81795 -1.65977 -0.4116 -0.1667 0.2505
C 1.75705 -5.78026 -0.60358 0.1556 -0.1276 -0.1263
C 1.71803 -6.93694 0.14770 -0.0173 0.1378 -0.1162
C 0.81644 -7.09623 1.19707 -0.0285 -0.0935 0.1291
C -0.04024 -6.06394 1.48884 -0.1009 0.0486 -0.0132
C -0.03543 -4.87158 0.75032 0.7091 -0.4657 -0.3013
C -0.98650 -3.86480 1.10803 -0.8401 0.6478 0.1716
N -1.12151 -2.75129 0.48562 -0.6757 -1.0212 0.5099
N -2.04824 -1.87929 0.96612 -1.0059 0.1286 0.9303
C -1.92619 -0.68522 0.42994 -0.1359 -0.6733 -0.0338
O -1.10533 -0.36533 -0.47616 -1.1103 0.4684 -0.0677
C -2.83182 0.35500 0.98535 -0.1201 0.2020 0.0535
C -3.18084 1.45816 0.21318 0.0761 -0.1924 -0.0944
C -3.93128 2.48641 0.75270 -0.0999 0.1160 -0.0793
C -4.34481 2.42025 2.07203 -0.1045 0.1420 0.0837
C -4.01915 1.31437 2.84151 -0.1053 0.0737 0.1666
C -3.26998 0.28608 2.30306 0.0882 -0.0559 -0.0561
C 0.88120 -4.67169 -0.33515 -0.0185 -0.9875 0.2280
O 0.88784 -3.60656 -1.04202 0.3496 -1.7236 -0.9425
H 4.09651 -4.85204 -2.67106 -0.0361 -0.0361 0.0464
H 3.42452 -3.92251 -1.31501 -0.0046 0.0457 -0.0681
H 2.48212 -4.11059 -2.82209 0.1514 -0.0030 0.0819
H 2.40441 -7.73077 -0.11655 0.0705 -0.0090 -0.0437
H 0.79635 -8.01665 1.76741 0.0087 0.0053 0.0157
H -0.75766 -6.16523 2.29509 -0.0400 0.0305 0.0545
H -1.63001 -4.06877 1.97624 0.0251 0.0738 -0.1430
H -2.84007 1.49521 -0.81045 0.0981 0.0278 -0.0595
H -4.19081 3.34715 0.14900 -0.0039 0.0465 -0.0539
H -4.92101 3.23101 2.49867 -0.0432 0.0486 0.0386
H -4.34689 1.26406 3.87134 -0.0114 -0.0209 0.0826
H -2.99209 -0.57689 2.88804 0.0291 -0.0695 0.0423
N -6.42815 -2.10309 -2.53164 -0.2090 0.0362 0.0669
C -5.28380 -2.01590 -2.48827 -0.8081 -0.0032 0.0135
C -3.87311 -1.95857 -2.52518 1.3379 -0.0621 -0.0795
C -3.20117 -0.78779 -2.87696 -0.0479 -0.1877 -0.0002
C -1.82124 -0.85032 -3.02125 -0.3285 0.1568 -0.2961
N -1.12275 -1.96191 -2.86316 0.3196 -0.0225 0.1171
C -1.75465 -3.05632 -2.47335 -0.3074 -0.2976 -0.0758
C -3.12846 -3.11673 -2.29652 -0.1436 0.2314 -0.0996
H -3.74657 0.13167 -3.03325 0.0303 0.0451 -0.0277
H -1.25348 0.02273 -3.31405 0.0167 0.1438 0.1161
H -1.13364 -3.92561 -2.31247 0.0355 -0.0741 0.0823
H -3.61962 -4.03189 -2.00459 0.0218 -0.0783 0.0486
O 6.37945 2.67934 2.55801 -0.0046 -0.0082 -0.0350
N 5.16439 2.52597 2.61986 0.3606 0.8151 0.5433
O 4.42746 3.31220 3.21050 0.0558 -0.0323 -0.0694
C 4.59101 1.39637 2.01306 -0.8079 -1.0900 -0.6209
C 5.39202 0.44617 1.38418 0.0674 -0.2530 -0.0989
C 4.83405 -0.67389 0.80701 -0.7378 0.9360 0.6799
C 3.40098 -0.93382 0.81667 0.6147 -0.0435 0.2411
O 2.87614 -1.91532 0.29098 0.1711 -0.2975 -0.0091
C 2.64018 0.09685 1.49898 1.7867 0.2924 -0.1406
C 3.20168 1.21844 2.04125 0.1635 0.1741 0.0116
N 1.25616 -0.04137 1.56044 -1.1459 1.6591 1.7942
O 0.77003 -1.16969 1.63284 -0.1586 -0.1480 2.0260
O 0.57164 0.96162 1.66725 0.4595 -0.7785 0.8207
N 5.70373 -1.60894 0.18906 0.6408 -0.7920 -0.4288
O 5.25103 -2.44225 -0.57168 0.1530 0.1932 0.0856
O 6.89773 -1.54469 0.47192 0.2673 0.0495 0.0222
H 6.46417 0.58481 1.35248 -0.1015 -0.0396 -0.0322
H 2.57236 1.96421 2.50338 0.0105 -0.0078 -0.0319
C -0.74285 3.81541 2.10463 0.0571 -0.1010 0.3675
N -1.00910 4.36477 0.80749 -0.1160 -0.1031 -0.4917
C -0.77269 3.70030 -0.37308 0.6085 -0.5873 -0.4874
Se 0.03404 2.10138 -0.62889 -0.4287 1.8866 -0.9556
N -1.25186 4.52638 -1.37378 -0.0513 -0.1276 0.2152
C -1.73974 5.68952 -0.84669 -0.2016 0.3659 0.3348
C -2.30016 6.81270 -1.42101 0.1115 -0.0861 0.0078
C -2.69047 7.84438 -0.57254 -0.0496 0.0895 0.0081
C -2.51666 7.74857 0.79849 -0.1006 0.1355 0.0679
C -1.96192 6.61627 1.38716 0.0929 -0.2302 -0.0733
C -1.57988 5.58179 0.55276 -0.2957 0.5745 -0.2724
H -0.35590 2.80692 1.97135 -0.0419 0.1443 0.0216
H -1.66347 3.76778 2.69325 0.0084 0.0074 -0.0576
H -0.00510 4.42522 2.63238 0.0212 -0.0340 -0.0041
H -1.19232 4.27936 -2.34715 0.1165 -0.0903 0.1716
H -2.41061 6.90031 -2.49180 -0.0434 -0.0369 -0.0908
H -3.13861 8.73450 -0.99190 0.0098 0.0574 -0.0213
H -2.81972 8.57236 1.42754 -0.0387 0.0744 0.0668
H -1.82292 6.54651 2.45435 -0.0091 -0.0068 0.1317
Cl 4.31475 -1.20595 -3.42866 0.5209 -0.2149 -0.1812
C 2.71558 -1.00016 -2.76469 0.0225 0.1442 0.4854
Cl 1.59274 -0.53835 -4.02368 -0.5680 0.1509 -0.9125
C 2.62996 0.12141 -1.70016 0.8158 0.3489 -0.4618
O 3.53089 0.93446 -1.59335 0.2263 0.0542 0.0754
O 1.55886 0.05044 -1.04966 0.3363 1.3014 -0.5669
H 2.37496 -1.94624 -2.34771 0.1756 -0.0767 -0.0994
```
Positions in Å, forces in eV/Å.

As for the spin multiplicity: 1. As for the LUMO energy: 3.660 eV. The value obtained for the strongest force on any atom is 2.70 eV Å⁻¹. The charge is -2. As for the HOMO-LUMO gap: 6.0 eV.



(2)
Formula: C6H16Si
Source: OMol25
Level of theory: wB97M-V/def2-TZVPD

Geometry as XYZ:
```
23
Properties=species:S:1:pos:R:3:forces:R:3
C -2.20542 -1.09425 0.15748 0.4484 0.4076 -0.6925
C -0.58363 -1.24223 2.02600 -2.8311 -0.5573 0.9685
C 1.12156 -1.25700 -1.06929 -1.9439 -1.2746 -0.0921
C 2.34481 2.19940 -1.49274 -3.1825 -1.2879 -0.1482
C -1.12028 -0.34834 0.94161 1.8674 -2.5884 -3.4663
C 0.31513 -0.03694 -0.89798 -3.4936 -0.0847 2.2999
Si 1.02961 1.48419 -0.20246 1.8521 0.7153 0.0258
H -1.84288 -1.95168 -0.47287 -0.2093 0.2222 1.3388
H -2.95766 -1.31209 0.92791 -0.2245 -0.6547 -0.6025
H -2.64963 -0.48182 -0.63922 -0.1206 0.3178 0.5594
H 0.24499 -0.98886 2.65369 0.9117 0.1858 -0.3564
H -1.42081 -1.39518 2.82867 0.9104 0.6395 -1.1729
H -0.63692 -2.24354 1.60252 1.1234 -0.2374 0.1052
H 1.63371 -1.06503 -1.97563 0.7665 -0.5907 -1.2771
H 1.82202 -1.28277 -0.30729 1.6213 -0.4051 1.5277
H 0.55537 -2.26800 -1.07497 0.7505 1.6996 -0.2521
H 2.47246 1.27861 -2.16085 0.3411 1.8371 0.5262
H 1.86975 3.09047 -1.91862 -0.1231 -0.5557 -0.8887
H 3.17551 2.63092 -1.04122 1.9443 -0.0562 0.8457
H -1.47792 0.58357 1.16615 -0.3167 2.5137 0.7831
H -0.49507 0.04364 -1.63354 0.1342 0.1724 0.2801
H -0.02249 2.55790 0.19831 0.8437 -0.8846 -0.1516
H 2.03093 0.96295 0.86481 -1.0697 0.4664 -0.1599
```
Positions in Å, forces in eV/Å.

As for the spin multiplicity: 1. As for the LUMO energy: 0.903 eV. The value obtained for the strongest force on any atom is 4.71 eV Å⁻¹. The charge is 0. As for the HOMO-LUMO gap: 8.9 eV.



(3)
Formula: C2H8N2S
Source: OMol25
Level of theory: wB97M-V/def2-TZVPD

Geometry as XYZ:
```
13
Properties=species:S:1:pos:R:3:forces:R:3
C -0.36921 -1.48221 -0.03381 4.9340 -0.4623 -4.3297
C -1.03224 1.23957 0.08994 3.2499 -1.7794 1.9461
N 1.11580 0.11188 -1.45072 -1.0492 -0.6525 0.8851
N 1.06171 0.22195 1.45178 -1.7285 -0.0844 -1.6697
S 0.55223 0.12231 -0.02257 -3.5917 -0.6841 1.1569
H 0.43190 -2.24756 0.31940 -1.7437 1.2612 -0.5450
H -1.18147 -1.35872 0.52405 -3.2707 0.0275 2.5967
H -0.61707 -1.60707 -1.16749 0.3266 -0.0855 2.2064
H -0.84297 2.19576 -0.26516 0.6972 1.9480 0.0912
H -1.72413 0.85214 -0.51310 -2.6392 -1.8641 -2.7961
H -1.37917 1.04718 1.09244 0.2159 0.7447 0.4755
H 1.97977 0.52404 -1.59158 2.0077 1.2346 -0.2626
H 2.00485 0.38073 1.56681 2.5918 0.3963 0.2451
```
Positions in Å, forces in eV/Å.

As for the spin multiplicity: 1. As for the LUMO energy: 0.787 eV. The value obtained for the strongest force on any atom is 6.58 eV Å⁻¹. The charge is 0. As for the HOMO-LUMO gap: 9.6 eV.



Copy entry 3 word for word.
Formula: C2H8N2S
Source: OMol25
Level of theory: wB97M-V/def2-TZVPD

Geometry as XYZ:
```
13
Properties=species:S:1:pos:R:3:forces:R:3
C -0.36921 -1.48221 -0.03381 4.9340 -0.4623 -4.3297
C -1.03224 1.23957 0.08994 3.2499 -1.7794 1.9461
N 1.11580 0.11188 -1.45072 -1.0492 -0.6525 0.8851
N 1.06171 0.22195 1.45178 -1.7285 -0.0844 -1.6697
S 0.55223 0.12231 -0.02257 -3.5917 -0.6841 1.1569
H 0.43190 -2.24756 0.31940 -1.7437 1.2612 -0.5450
H -1.18147 -1.35872 0.52405 -3.2707 0.0275 2.5967
H -0.61707 -1.60707 -1.16749 0.3266 -0.0855 2.2064
H -0.84297 2.19576 -0.26516 0.6972 1.9480 0.0912
H -1.72413 0.85214 -0.51310 -2.6392 -1.8641 -2.7961
H -1.37917 1.04718 1.09244 0.2159 0.7447 0.4755
H 1.97977 0.52404 -1.59158 2.0077 1.2346 -0.2626
H 2.00485 0.38073 1.56681 2.5918 0.3963 0.2451
```
Positions in Å, forces in eV/Å.

As for the spin multiplicity: 1. As for the LUMO energy: 0.787 eV. The value obtained for the strongest force on any atom is 6.58 eV Å⁻¹. The charge is 0. As for the HOMO-LUMO gap: 9.6 eV.



Question: spin multiplicity of number 2 (C6H16Si)?
Answer: 1